81
Properties=species:S:1:pos:R:3 method="wB97M-V/def2-TZVPD" multiplicity=1 e_tot_ev=-77632.2565 homo_ev=-7.77 orbital_gap_ev=6.47 smiles="CP(C)[C@H]1OC(=O)O[C@@H]1CC(=O)I.CN(C)P(=O)(N(C)C)N(C)C.CN(C)P(=O)(N(C)C)N(C)C" fmax_ev_per_a=7.8 e_lumo_ha=-0.048
C 2.3887 -1.4589 -1.3114
P 1.5101 -2.8094 -2.2983
C 2.4827 -4.4606 -2.1754
C -0.2044 -3.2317 -1.5980
O 0.1323 -4.1823 -0.5148
C -0.2703 -3.7500 0.7930
O 0.0392 -4.3398 1.8338
O -1.0872 -2.5854 0.6727
C -0.9924 -2.1621 -0.7136
C -2.4032 -1.5873 -1.1941
C -3.5199 -2.6868 -1.5044
O -4.5928 -2.2690 -2.0170
I -3.3902 -4.8112 -1.0861
H 2.9499 -1.8694 -0.3899
H 3.2130 -1.0092 -1.9849
H 1.7200 -0.5863 -1.0067
H 2.7492 -4.6521 -1.0723
H 3.3957 -4.4733 -2.8630
H 1.7386 -5.2885 -2.4799
H -0.7931 -3.6217 -2.4923
H -0.3059 -1.2451 -0.6562
H -2.3235 -0.8805 -2.0881
H -2.8172 -0.9496 -0.3231
C 3.3140 -3.2093 6.0218
N 3.3890 -2.1250 5.0730
C 4.7755 -1.7050 4.9074
P 2.2481 -0.9285 4.6689
O 2.3092 -1.2622 3.1642
N 0.5956 -1.4103 4.7953
C 0.2086 -2.8158 4.7260
C -0.2811 -0.6469 3.8985
N 2.1764 -0.4372 6.3901
C 1.2833 -1.0068 7.3913
C 2.1214 1.0284 6.4947
H 3.5355 -2.8828 7.0467
H 4.0347 -3.9938 5.7664
H 2.3516 -3.7138 6.0152
H 5.1292 -1.1504 5.7864
H 4.8835 -1.0553 4.0339
H 5.4377 -2.5593 4.7408
H 0.7108 -3.3471 3.9145
H -0.8714 -2.9301 4.5889
H 0.4113 -3.3218 5.6716
H -0.2408 -1.0200 2.8692
H 0.0064 0.4097 3.8827
H -1.3184 -0.6902 4.2438
H 0.2395 -0.7052 7.2407
H 1.5842 -0.6645 8.3858
H 1.3288 -2.0916 7.4235
H 1.1416 1.4132 6.1888
H 2.8796 1.4818 5.8461
H 2.3306 1.3658 7.5141
C -2.6855 2.6558 -2.5429
N -1.4179 3.1708 -3.0000
C -0.7120 3.8064 -1.8932
P -0.9370 3.7202 -4.5377
O 0.2747 2.7687 -4.5890
N -1.7089 2.9455 -5.8739
C -2.2935 1.6161 -5.7435
C -0.8838 2.9684 -7.0886
N -2.2824 4.9018 -4.5190
C -3.6369 4.6424 -4.9911
C -1.8324 6.1878 -5.0729
H -3.3974 3.4555 -2.2999
H -2.5529 2.0521 -1.6378
H -3.1503 1.9774 -3.2535
H -1.1708 4.7685 -1.6311
H 0.3338 3.9926 -2.1547
H -0.6994 3.1690 -1.0045
H -1.6364 0.9201 -5.2130
H -2.5285 1.1830 -6.7211
H -3.2575 1.6637 -5.2348
H -0.1096 2.1935 -7.0738
H -0.3854 3.9366 -7.2000
H -1.5033 2.8241 -7.9786
H -3.6915 4.5668 -6.0839
H -4.2932 5.4621 -4.6850
H -4.0647 3.7417 -4.5601
H -1.7006 6.1291 -6.1595
H -0.8711 6.4733 -4.6312
H -2.5391 6.9912 -4.8459